Entry from OMol25: a structure of composition C17H40NbO4 in a non-equilibrium geometry (ωB97M-V/def2-TZVPD).

Element x y z (Å)
C (5.89609, -1.69629, 0.80444)
C (4.82314, -2.54498, 1.43570)
O (3.85148, -2.84129, 0.46345)
C (2.71629, -3.50642, 0.98105)
C (1.58570, -3.33341, -0.00415)
O (0.65146, -4.36130, 0.21498)
C (-0.34486, -4.46740, -0.80195)
C (-1.74315, -4.41997, -0.22195)
O (-2.33060, -3.19756, -0.59626)
C (-3.74690, -3.11171, -0.32813)
Nb (-4.30218, -0.88971, -0.06155)
C (-4.94423, 1.24130, 0.38600)
C (-3.88246, 2.23502, 0.89570)
C (-2.49444, 2.06136, 0.28897)
C (-1.55888, 3.26623, 0.47494)
C (-0.54784, 3.08940, 1.61173)
C (0.87277, 2.70380, 1.18931)
C (1.54183, 3.61307, 0.15859)
C (2.58086, 2.89103, -0.71537)
C (2.72212, 3.40783, -2.13858)
O (1.93494, 2.77174, -3.11956)
C (0.59832, 2.49174, -2.76087)
H (6.37019, -2.21705, -0.02085)
H (6.65126, -1.45908, 1.54926)
H (5.46724, -0.76857, 0.43905)
H (4.36880, -2.00450, 2.27031)
H (5.25048, -3.47288, 1.82823)
H (2.45367, -3.08640, 1.95309)
H (2.91746, -4.57115, 1.11560)
H (1.10576, -2.36511, 0.14476)
H (2.00372, -3.37698, -1.01069)
H (-0.17138, -5.40210, -1.33401)
H (-0.25392, -3.64133, -1.50222)
H (-1.67846, -4.48787, 0.86643)
H (-2.34640, -5.25123, -0.59829)
H (-4.00528, -3.73738, 0.52518)
H (-4.28644, -3.46042, -1.21439)
H (-5.74035, -1.72279, 0.71328)
H (-3.25680, -0.78020, 1.46229)
H (-2.98217, -0.65965, -1.30126)
H (-5.41020, -0.82435, -1.54641)
H (-5.46318, 1.67421, -0.46845)
H (-5.70642, 1.15120, 1.16808)
H (-3.82788, 2.17643, 1.98352)
H (-4.20264, 3.25815, 0.67089)
H (-2.03568, 1.16959, 0.71239)
H (-2.62784, 1.87706, -0.77609)
H (-1.06597, 3.46564, -0.47152)
H (-2.17063, 4.14327, 0.68383)
H (-0.50558, 3.97182, 2.24955)
H (-0.91681, 2.28504, 2.24610)
H (1.49023, 2.71174, 2.08720)
H (0.86225, 1.67332, 0.83580)
H (0.80715, 4.11530, -0.46200)
H (2.07141, 4.39695, 0.69771)
H (2.40296, 1.81827, -0.71538)
H (3.55492, 3.02603, -0.24636)
H (2.54152, 4.48817, -2.14956)
H (3.74894, 3.25867, -2.46285)
H (0.08301, 2.20032, -3.66898)
H (0.09380, 3.36411, -2.34945)
H (0.52983, 1.66129, -2.06032)

Forces on the atoms, in the same order (eV/Å):
-0.008 -0.003 0.124
0.005 -0.089 -0.134
-0.076 0.210 -0.092
0.144 0.009 0.008
-0.146 -0.056 0.156
0.046 -0.143 0.021
0.172 -0.043 0.264
-0.216 0.374 -0.241
0.102 -0.152 0.026
0.436 0.779 0.452
0.119 0.247 0.007
0.480 -0.085 0.617
-0.236 0.116 -0.016
-0.018 0.221 -0.196
-0.251 -0.176 0.225
0.095 -0.024 -0.022
-0.131 0.072 0.077
0.205 -0.159 0.082
0.071 0.194 0.270
0.106 -0.009 0.075
-0.014 -0.177 -0.158
0.077 0.053 -0.178
0.054 -0.068 -0.140
0.154 0.061 0.057
-0.031 0.127 -0.103
-0.110 0.022 0.141
0.049 -0.125 0.125
-0.090 0.031 0.159
0.048 -0.164 0.010
-0.007 0.216 -0.160
0.042 -0.007 -0.184
0.042 -0.140 -0.096
-0.022 0.109 -0.154
-0.017 -0.187 0.180
-0.106 -0.165 -0.013
-0.038 -0.213 0.083
-0.234 -0.149 -0.055
0.104 -0.342 -0.808
0.063 0.266 0.442
-0.542 -0.595 -0.415
-0.140 0.276 0.022
-0.005 -0.106 -0.282
-0.205 -0.082 0.035
0.146 -0.057 0.159
-0.051 0.165 0.025
0.082 -0.225 -0.077
-0.004 -0.106 -0.165
0.198 0.090 -0.064
-0.086 0.149 -0.050
0.028 0.231 -0.038
-0.047 -0.032 0.229
0.112 -0.226 0.124
-0.033 -0.122 -0.194
-0.134 -0.012 -0.103
-0.083 0.302 0.009
-0.058 -0.176 -0.147
0.156 -0.109 0.071
-0.142 0.175 0.004
0.112 -0.016 -0.156
-0.039 -0.059 -0.142
-0.079 0.139 0.066
-0.048 -0.034 0.234

Electronic energy   -28010.163 eV
Orbital gap   6.7 eV
Charge   -1
E_LUMO   0.092 Eh

***

Entry from OMol25: a structure of composition C17H41BrN6O10P4SiV in a non-equilibrium geometry (ωB97M-V/def2-TZVPD).

Element x y z (Å)
V (-0.62033, -0.36170, -0.17199)
C (4.74097, -2.53780, -1.39897)
N (4.34394, -1.79476, -0.22416)
C (5.04274, -0.52768, -0.05602)
P (2.93529, -1.96026, 0.62933)
O (2.17846, -0.71385, 0.80851)
O (2.19320, -3.07555, -0.28245)
P (0.78786, -3.29031, -1.04234)
O (0.12355, -2.00378, -1.42311)
N (-0.03698, -4.47999, -0.28430)
C (-1.50364, -4.38153, -0.32706)
C (0.46209, -5.08926, 0.94244)
N (1.28183, -4.02616, -2.45047)
C (1.85007, -3.23184, -3.52659)
C (1.77972, -5.38666, -2.43738)
N (3.39794, -2.70217, 2.02192)
C (2.55461, -2.64521, 3.20428)
C (4.19628, -3.91160, 1.92945)
H (5.80832, -2.77676, -1.34000)
H (4.57111, -1.96266, -2.31637)
H (4.18719, -3.47017, -1.46966)
H (6.12188, -0.70466, -0.02492)
H (4.74324, -0.04664, 0.87264)
H (4.82022, 0.15684, -0.87972)
H (-1.82838, -3.86231, -1.22550)
H (-1.88229, -3.83053, 0.52944)
H (-1.91119, -5.39586, -0.33076)
H (1.54868, -5.14911, 0.92542)
H (0.06610, -6.10645, 1.00191)
H (0.14415, -4.53753, 1.82540)
H (1.52766, -2.20001, -3.44307)
H (1.50560, -3.62069, -4.48882)
H (2.94596, -3.26230, -3.52322)
H (1.25363, -5.97843, -1.69196)
H (2.85893, -5.43147, -2.23098)
H (1.61057, -5.84037, -3.41724)
H (1.95065, -1.74721, 3.19678)
H (3.19422, -2.64033, 4.09069)
H (1.88407, -3.50788, 3.26642)
H (4.88307, -3.85678, 1.08595)
H (3.57577, -4.80952, 1.82309)
H (4.78576, -4.01732, 2.84288)
O (-1.64508, 1.36036, 3.53749)
P (-2.12353, 0.89572, 2.09603)
O (-3.30719, 1.61727, 1.64400)
O (-0.83592, 0.83167, 1.21650)
O (-2.42676, -0.70907, 2.32897)
P (-1.14742, -1.64936, 2.60449)
O (-1.87110, -3.00161, 3.10895)
O (-0.50051, -2.02058, 1.28363)
O (-0.35398, -1.03063, 3.69858)
H (-0.95057, 0.73250, 3.83248)
H (-2.49568, -2.78403, 3.81030)
C (-2.59503, 4.61281, 0.14603)
C (-2.49769, 3.66055, -1.01072)
C (-3.38905, 3.70892, -2.07309)
C (-3.28066, 2.74211, -3.06443)
C (-2.30931, 1.77259, -2.95654)
C (-1.44530, 1.79633, -1.85181)
N (-1.53162, 2.74419, -0.92581)
N (-0.44917, 0.80865, -1.69542)
Si (0.67953, 0.65748, -3.00444)
C (0.09820, -0.55390, -4.32139)
C (0.87051, 2.31009, -3.87343)
C (2.37399, 0.22738, -2.33447)
H (-3.23204, 5.46774, -0.08462)
H (-1.60140, 4.95813, 0.43164)
H (-3.01221, 4.06958, 0.99712)
H (-4.15679, 4.47122, -2.11032)
H (-3.96153, 2.74023, -3.90821)
H (-2.23849, 0.96314, -3.67043)
H (-0.63317, -0.05754, -4.96389)
H (-0.38926, -1.41308, -3.85772)
H (0.91032, -0.90961, -4.96278)
H (-0.02204, 2.56371, -4.44803)
H (1.72362, 2.28622, -4.55888)
H (1.03336, 3.10929, -3.14586)
H (2.31331, -0.50503, -1.53621)
H (2.82431, 1.13122, -1.91768)
H (3.03460, -0.16178, -3.11686)
Br (-2.86206, -1.02037, -0.89736)

Forces on the atoms, in the same order (eV/Å):
0.685 -1.398 -1.238
-0.010 -0.013 -0.005
-0.041 0.067 -0.074
0.101 -0.034 0.034
0.095 0.469 -0.271
-0.135 -0.267 0.149
-0.260 -0.367 0.508
0.114 0.404 -1.436
0.509 -0.503 0.771
0.099 0.474 0.598
-0.058 -0.210 -0.150
0.001 -0.111 -0.106
-0.084 0.013 0.016
0.015 0.067 0.014
-0.031 -0.047 0.020
-0.100 -0.151 -0.140
-0.083 0.008 0.156
0.093 0.036 0.061
0.007 0.012 -0.003
-0.012 0.002 0.007
0.000 -0.002 -0.005
0.000 -0.009 0.013
-0.026 -0.008 -0.001
-0.005 -0.007 -0.002
0.018 0.038 -0.011
-0.003 0.047 0.059
0.016 0.001 -0.026
-0.005 0.001 -0.003
0.001 0.009 0.013
-0.069 0.119 0.093
0.077 -0.129 0.064
-0.018 0.012 0.006
0.017 -0.033 0.029
-0.004 0.011 0.000
-0.003 0.007 0.002
0.002 0.001 0.000
-0.161 0.154 0.005
-0.022 0.002 0.001
-0.033 -0.024 0.008
-0.021 0.020 0.005
-0.007 -0.003 0.010
0.004 -0.009 0.001
0.087 0.138 -0.054
0.147 -0.165 0.130
-0.009 0.084 0.018
-0.621 0.503 0.903
-0.021 0.293 0.050
-0.183 -0.127 0.155
-0.023 -0.043 -0.168
-0.033 0.502 0.197
0.367 -0.192 0.021
-0.024 -0.092 0.040
0.053 -0.049 0.044
0.005 -0.042 0.004
-0.026 0.008 0.022
0.017 -0.004 -0.001
0.034 0.049 -0.036
-0.092 -0.102 0.023
0.086 -0.054 -0.107
0.020 0.004 0.009
0.291 0.511 -0.186
-0.200 0.222 0.155
-0.070 -0.053 -0.098
-0.002 0.088 -0.035
0.072 -0.135 -0.168
0.002 0.005 0.001
-0.004 0.016 -0.012
0.001 0.002 0.000
0.002 -0.003 0.004
-0.018 -0.015 0.016
-0.009 0.007 0.004
0.000 0.005 0.005
-0.036 0.022 -0.045
-0.043 0.073 -0.038
0.017 0.022 -0.004
-0.004 -0.002 0.006
0.026 -0.010 -0.007
0.006 -0.008 0.017
-0.013 -0.004 0.019
-0.002 0.069 -0.033
-0.467 -0.175 -0.018

Electronic energy   -188493.519 eV
⟨S²⟩   2.014
Orbital gap (spin up / spin down)   7.0 / 7.3 eV
Charge   -1
Multiplicity   3
E_LUMO (spin up / spin down)   0.079 / 0.079 Eh

***

Q: Among the records above, which one has the highest electronic energy?
A: C17H40NbO4

***

Q: Which of these has the highest electronic energy?
A: C17H40NbO4